The following is a quantum chemistry calculation of C4H8O2 as an isolated structure, from the OMol25 dataset.

2S+1   1
E_HOMO   -8.38 eV
Energy relative to the best compared isomer or geometry (same formula, charge and spin)   479.8 kJ/mol

Structure (XYZ):
```
14
Properties=species:S:1:pos:R:3:forces:R:3:lowdin_charge:R:1
C -1.760832 -1.085463 0.392551 -0.1805 -0.1722 -0.0614 -0.065
O -1.018024 0.114326 0.600217 0.1700 0.0127 0.0433 -0.154
C 0.305774 -0.063169 0.576010 0.0203 0.2263 0.0346 -0.196
C 0.843526 0.445762 -1.436392 -0.0039 0.2062 -0.0944 0.052
C 1.134513 0.906617 1.260332 0.1820 -0.0069 -0.0625 -0.286
O 2.221221 1.352578 0.927739 -0.3800 -0.1514 0.1225 -0.005
H -2.795321 -0.868618 0.664519 0.1361 -0.0462 -0.0398 0.091
H -1.715311 -1.377623 -0.665019 -0.0026 0.0584 0.1708 0.093
H -1.355994 -1.892002 1.010292 -0.0651 0.1214 -0.0684 0.094
H 0.776093 -0.432444 -0.544561 0.0826 -0.1749 -0.0610 0.055
H 1.107184 -0.271687 -2.219142 -0.0311 0.0845 0.1121 0.069
H -0.111050 0.931597 -1.630950 0.1462 -0.1023 0.0470 0.070
H 1.655907 1.129595 -1.203032 -0.1230 -0.0916 -0.0861 0.050
H 0.712316 1.110531 2.267437 0.0490 0.0360 -0.0566 0.131
```
Positions in Å, forces in eV/Å.

***

The following is a quantum chemistry calculation of a single C4H8O2 molecule, from the OMol25 dataset.

SMILES string   C[C@@H](O)[C@H]1CO1
2S+1   1
E_HOMO   -10.32 eV
Energy relative to the best compared isomer or geometry (same formula, charge and spin)   277.6 kJ/mol

Structure (XYZ):
```
14
Properties=species:S:1:pos:R:3:forces:R:3:lowdin_charge:R:1
C -0.107336 1.863055 0.080519 0.0705 -0.1623 0.1091 -0.044
C 0.348454 0.443904 0.537707 0.0652 -0.0915 -0.5404 -0.394
O -0.117768 0.191009 1.856339 -0.2936 -0.0062 -0.0851 -0.036
C -0.251277 -0.602222 -0.425731 -0.2503 -2.4054 1.1166 -0.072
C 0.347246 -1.869837 -1.057252 0.2155 1.5504 -0.5910 -0.191
O -0.359962 -2.127838 0.079669 -0.1905 1.9135 0.6738 -0.082
H -1.080497 1.906346 -0.434290 0.2485 -0.3304 0.2062 0.076
H -0.210935 2.455482 0.992930 0.1444 0.0337 -0.1373 0.079
H 0.625850 2.346116 -0.577786 -0.0924 -0.2023 0.1605 0.077
H 1.445392 0.463134 0.596137 -0.2067 -0.3290 -0.1956 0.141
H -0.761501 -0.527690 1.815793 0.1975 -0.0030 0.0916 0.088
H -1.299244 -0.302090 -0.534489 0.3451 -0.4609 -1.0196 0.132
H 1.433742 -1.996850 -0.953874 -0.2241 0.2107 -0.1224 0.115
H -0.039847 -2.270467 -2.006451 -0.0292 0.2828 0.3336 0.111
```
Positions in Å, forces in eV/Å.

***

The following is a quantum chemistry calculation of a 2-piece molecular cluster, C4H8O2 overall, from the OMol25 dataset.

SMILES string   C=C/C=C/O.O
2S+1   1
E_HOMO   -7.45 eV
Energy relative to the best compared isomer or geometry (same formula, charge and spin)   260.9 kJ/mol

Structure (XYZ):
```
14
Properties=species:S:1:pos:R:3:forces:R:3:lowdin_charge:R:1
C 2.016296 -0.755249 2.126718 -1.0666 -0.2247 -0.7032 -0.025
C 1.663469 -0.923917 0.839856 0.8393 0.3252 0.1971 -0.223
C 0.850541 0.036572 0.118989 0.4717 0.2981 -0.8563 -0.134
C 0.396276 -0.278429 -1.124035 0.1444 -1.1008 1.2003 -0.195
O -0.845664 -0.099672 -1.589518 0.3717 0.9504 -0.6258 0.031
H 2.371797 -1.579381 2.729514 0.3352 0.2301 0.0068 0.043
H 1.603887 0.134964 2.585920 0.4061 0.0089 0.4524 0.046
H 1.889273 -1.856759 0.326513 0.0436 0.0692 0.0094 0.099
H 0.707941 1.024139 0.545655 -0.9454 -0.2896 0.4607 0.108
H 1.026451 -0.909223 -1.747640 -0.5532 -0.4340 -0.0749 0.120
H -1.392469 0.294530 -0.891977 -0.1331 0.2400 -0.0991 0.064
O -2.895049 1.500934 -0.269470 -0.4307 0.1908 0.2389 -0.040
H -3.154185 1.756974 0.623281 0.3334 -0.1210 0.1275 0.053
H -3.695318 1.716380 -0.762453 0.1837 -0.1426 -0.3336 0.055
```
Positions in Å, forces in eV/Å.

***

The following is a quantum chemistry calculation of a single C4H8O2 molecule, from the OMol25 dataset.

SMILES string   CCOCC=O
2S+1   1
E_HOMO   -9.66 eV
Energy relative to the best compared isomer or geometry (same formula, charge and spin)   331.1 kJ/mol

Structure (XYZ):
```
14
Properties=species:S:1:pos:R:3:forces:R:3:lowdin_charge:R:1
C 1.829293 0.467368 -0.438465 -0.4318 -0.8065 -0.5207 -0.100
C 0.586344 1.176988 -0.007077 -1.6632 -0.9153 -0.6130 -0.107
O -0.439864 0.219790 -0.859905 -0.1537 1.1529 0.6264 -0.236
C -1.500444 -0.549076 -0.325853 -0.2337 0.4784 0.3452 -0.202
C -1.126572 -1.191686 0.994777 -0.1509 0.1440 0.3044 -0.247
O -1.745441 -1.018408 2.016556 0.2635 -0.1706 -0.3543 0.058
H 1.076259 -0.239963 -0.933884 2.8770 -0.4870 -0.3182 0.086
H 2.413788 -0.034745 0.339143 -0.1831 0.3118 -0.0888 0.073
H 2.460845 0.973233 -1.176681 -0.2274 -0.0223 0.3253 0.073
H 0.339769 1.114244 1.054580 -0.1290 0.0212 -0.2028 0.106
H 0.415495 2.171444 -0.423264 -0.1034 -0.2685 0.1562 0.108
H -1.772500 -1.362940 -1.034204 0.4315 0.5254 0.1354 0.137
H -2.386219 0.070745 -0.186159 -0.1898 -0.0629 0.1946 0.119
H -0.210987 -1.825162 0.979322 -0.1059 0.0994 0.0104 0.133
```
Positions in Å, forces in eV/Å.

***

The following is a quantum chemistry calculation of a single C4H8O2 molecule, from the OMol25 dataset.

SMILES string   CC(C)OC=O
2S+1   1
E_HOMO   -10.64 eV
Energy relative to the best compared isomer or geometry (same formula, charge and spin)   159.2 kJ/mol

Structure (XYZ):
```
14
Properties=species:S:1:pos:R:3:forces:R:3:lowdin_charge:R:1
C -2.041810 -0.632961 -0.111650 -0.5090 -1.3372 1.7920 -0.074
C -0.748470 0.128562 -0.345756 0.1792 -2.2939 -2.1353 -0.469
C -0.621521 1.442693 0.275771 0.4705 2.9077 3.3800 -0.098
O 0.217610 -0.855335 0.226448 2.1385 0.9331 0.4981 -0.094
C 1.579964 -0.526412 0.276134 -0.9179 0.5726 -0.3022 -0.289
O 2.073835 0.313027 -0.455848 -0.4013 -1.6667 1.5454 0.040
H -2.402990 -0.510249 0.989065 0.8753 -0.4850 -1.6931 0.110
H -1.824076 -1.751482 -0.346372 -0.6442 1.9836 0.4975 0.114
H -2.893883 -0.292617 -0.688266 0.1094 0.1543 -0.4530 0.064
H -0.609825 0.164416 -1.479571 0.2451 0.0630 1.4233 0.163
H 0.438602 1.922921 0.133966 -2.3478 -0.6375 -0.2783 0.101
H -0.633465 1.298752 1.477605 -0.2904 0.2443 -2.6110 0.131
H -1.537110 2.157932 0.033090 2.1728 -1.4380 0.2742 0.125
H 2.122216 -1.122503 1.148678 -1.0801 0.9997 -1.9377 0.175
```
Positions in Å, forces in eV/Å.

***

The following is a quantum chemistry calculation of a single C4H8O2 molecule, from the OMol25 dataset.

SMILES string   CO[C@@H](C)C=O
2S+1   1
E_HOMO   -9.20 eV
Energy relative to the best compared isomer or geometry (same formula, charge and spin)   347.8 kJ/mol

Structure (XYZ):
```
14
Properties=species:S:1:pos:R:3:forces:R:3:lowdin_charge:R:1
C -0.812657 1.779860 -0.727454 -0.2110 -0.0105 -0.0829 -0.089
O 0.316663 1.086191 -0.239205 -0.0226 -0.2821 0.0101 -0.161
C 0.095317 -0.101821 0.443850 0.5447 -2.1869 -1.5468 -0.300
C 0.113778 -1.553367 -0.549826 0.9793 0.5391 -0.1100 0.012
C 1.071738 -0.275971 1.556422 -0.2419 -0.5779 -0.0008 -0.212
O 1.375992 -1.361563 2.001356 -0.0784 0.4068 0.1162 0.028
H -0.446554 2.684302 -1.226586 -0.0632 -0.2470 0.1592 0.092
H -1.356178 1.170561 -1.461048 -0.0067 0.0930 0.0753 0.089
H -1.491313 2.061738 0.087303 0.0630 -0.0559 -0.0921 0.093
H -0.834146 -0.642019 0.410985 -1.8643 1.7717 1.9430 0.108
H -0.850340 -2.068626 -0.811743 0.5191 1.0211 0.5771 0.084
H 0.551610 -1.169959 -1.456143 0.4482 -0.3304 -0.4336 0.063
H 0.710936 -2.259714 0.022063 0.2473 0.0567 -0.2941 0.056
H 1.555153 0.650388 1.950029 -0.3137 -0.1976 -0.3207 0.136
```
Positions in Å, forces in eV/Å.